# 1
70
Properties=species:S:1:pos:R:3 method="wB97M-V/def2-TZVPD" charge=-1 de_lowest_kcal_mol=5.6 spin_multiplicity=2 e_homo_ha="-0.0839 / -0.1570" gap_ev="4.69 / 6.68" s_squared=0.775
Hg -1.16848 0.85902 0.70015
C -0.70725 4.25418 5.18670
S 0.55956 4.29081 3.89637
C -0.20183 3.29431 2.62293
S -1.13518 1.90623 3.08321
N 0.09243 3.70264 1.43699
N -0.34515 2.93437 0.40072
C -0.06668 3.43567 -0.80549
C -0.50757 2.83577 -1.99962
C -0.15876 3.36988 -3.27399
C -0.63239 2.78110 -4.41201
C -1.45970 1.64143 -4.31541
C -1.73295 1.16427 -3.04509
N -1.28638 1.71460 -1.92192
H -0.52809 5.12138 5.82261
H -0.65321 3.34236 5.77714
H -1.69281 4.32907 4.73274
H 0.48710 4.36935 -0.85165
H 0.48043 4.24522 -3.31974
H -0.36969 3.18399 -5.38397
H -1.85979 1.14898 -5.19131
H -2.34064 0.27108 -2.90840
C 3.26092 -0.58511 2.49103
C 2.71533 0.24960 1.35880
O 1.53044 0.43943 1.24302
C 3.66348 0.82695 0.34314
C 3.17168 1.78702 -0.53212
C 3.98758 2.30258 -1.52813
C 5.29962 1.86103 -1.64963
C 5.80019 0.91353 -0.76526
C 4.98140 0.40008 0.23224
H 2.46555 -0.72861 3.21794
H 4.11972 -0.10855 2.96675
H 3.57632 -1.55764 2.10416
H 2.14641 2.12045 -0.42123
H 3.59191 3.04195 -2.21347
H 5.93680 2.25855 -2.43044
H 6.82534 0.57558 -0.85227
H 5.36861 -0.35103 0.91039
Cl 2.45839 -2.48532 -0.77301
C 2.47422 -1.37518 -2.17006
Cl 1.09552 -0.29479 -2.20141
H 2.45630 -1.98413 -3.06499
H 3.37828 -0.77901 -2.10696
C -2.24156 -4.44291 -0.69138
C -2.22599 -3.15851 -1.52849
C -1.13597 -3.26886 -2.60349
C -3.59080 -2.96838 -2.20193
C -1.93882 -1.98858 -0.67473
C -1.66331 -1.03113 0.01673
H -2.36564 -5.31563 -1.33953
H -3.06440 -4.42562 0.02401
H -1.30633 -4.54995 -0.13825
H -1.34247 -4.11381 -3.26818
H -0.15856 -3.41535 -2.13890
H -1.09218 -2.35366 -3.19627
H -3.80930 -3.81192 -2.86440
H -3.60061 -2.05005 -2.79074
H -4.38074 -2.89468 -1.45250
C -3.15818 -3.04956 2.60322
N -3.19356 -1.74486 3.25029
C -1.99853 -1.38896 4.00981
C -3.84200 -0.77110 2.60003
N -4.41362 0.06700 2.04621
H -3.07403 -3.82219 3.37040
H -2.31374 -3.12243 1.91480
H -4.07832 -3.20221 2.04402
H -1.90480 -2.07275 4.85537
H -2.08106 -0.37193 4.37862
H -1.10247 -1.45503 3.38586


# 2
62
Properties=species:S:1:pos:R:3 method="wB97M-V/def2-TZVPD" e_homo_ha=-0.2810 gap_ev=6.70
Cu 0.71465 -0.71233 0.93472
C 4.24265 -0.91449 -2.12218
C 3.46317 -1.23093 -0.81705
Ge 1.49201 -1.37204 -1.07458
C 0.98534 -3.26286 -1.62716
C -0.52142 -3.36406 -1.82913
C 1.03902 -0.03397 -2.44459
C 0.48888 1.14736 -2.07524
Ge -0.15112 1.10818 -0.22277
C -2.09900 0.97461 -0.44082
C -2.82055 1.86708 0.57344
C 0.49213 2.70788 0.75639
C 0.57244 2.38496 2.23658
C 0.20966 2.35915 -3.00854
C 0.33377 3.59872 -2.35551
C 0.23364 4.77770 -3.11640
C 0.01839 4.76795 -4.52000
C 0.03771 3.52244 -5.14704
C 0.05419 2.29801 -4.41808
H 5.27025 -0.77994 -1.90069
H 3.80799 -0.00135 -2.55317
H 4.14113 -1.69384 -2.87698
H 3.62664 -0.45136 -0.05139
H 3.79326 -2.17402 -0.36641
H 1.40980 -4.03978 -0.91898
H 1.58680 -3.42608 -2.58441
H -1.00123 -3.25429 -0.86612
H -0.82985 -4.35067 -2.16217
H -1.11451 -2.67020 -2.40885
H 1.13203 -0.35865 -3.49637
H -2.41798 -0.07579 -0.25181
H -2.28443 1.22444 -1.47866
H -2.56860 1.62043 1.62002
H -3.89035 1.86836 0.50897
H -2.58889 2.95392 0.42110
H -0.28359 3.49385 0.58587
H 1.45966 2.93500 0.29885
H -0.33517 1.93259 2.62807
H 0.82913 3.20047 2.89490
H 1.39432 1.64608 2.41924
H 0.56010 3.68566 -1.29441
H 0.04388 5.72956 -2.60239
H -0.19672 5.73213 -4.99499
H 0.07682 3.46808 -6.23560
H -0.02241 1.35700 -4.93565
C -3.51489 -2.91379 3.27234
C -3.00618 -2.77460 1.95273
C -1.69698 -2.43129 1.77035
C -0.82482 -2.13859 2.85367
C 0.48358 -1.55252 2.67406
C 1.30405 -1.38624 3.71402
C 0.82468 -1.64296 5.06061
C -0.43002 -2.09001 5.23706
C -1.33229 -2.27112 4.15500
C -2.67587 -2.60309 4.35226
H -4.61739 -3.11261 3.38683
H -3.58427 -3.13146 1.10389
H -1.32395 -2.26457 0.76289
H 2.37601 -1.11606 3.52453
H 1.45980 -1.58485 5.92867
H -0.75346 -2.52018 6.22821
H -3.07162 -2.66102 5.34288


# 3
71
Properties=species:S:1:pos:R:3 method="wB97M-V/def2-TZVPD" smiles="CCOCCCN(C(=O)Cn1nnc(-c2ccc(C)o2)n1)[C@@H](C(=O)NC[C@H]1CCCO1)c1ccc(F)cc1" de_lowest_kcal_mol=0.0 e_homo_ha=-0.3032 gap_ev=9.00
C -0.79491 -5.03136 -1.63871
C -2.04152 -4.18789 -1.42672
O -1.96022 -3.56201 -0.16197
C -3.07486 -2.74891 0.12992
C -2.94506 -2.19693 1.54519
C -1.69996 -1.31693 1.72393
N -1.69076 -0.18418 0.82411
C -1.06001 -0.14736 -0.36853
O -1.26589 0.70954 -1.20421
C 0.03975 -1.18885 -0.60872
N 1.16719 -0.83300 0.20125
N 1.07422 -0.24723 1.36977
N 2.27033 -0.02742 1.78797
C 3.09874 -0.49388 0.83065
C 4.52340 -0.40792 0.91643
C 5.30997 0.10358 1.91701
C 6.64098 -0.04458 1.47602
C 6.57823 -0.63211 0.24233
C 7.64495 -1.03625 -0.70967
O 5.29570 -0.85368 -0.10100
N 2.40599 -1.01429 -0.18188
C -2.51384 0.95897 1.22083
C -1.83820 2.28504 0.78151
O -2.45294 3.20104 0.28953
N -0.54128 2.34504 1.15489
C 0.32047 3.38706 0.64706
C 0.89354 3.01514 -0.72302
C 1.76721 4.12432 -1.34886
C 3.06921 3.40493 -1.72561
C 2.66597 1.93170 -1.63551
O 1.73079 1.87311 -0.58414
C -3.94246 0.88264 0.74305
C -4.97575 0.77138 1.66644
C -6.29280 0.69268 1.25196
C -6.56249 0.73333 -0.10319
F -7.84532 0.64467 -0.51718
C -5.55709 0.86149 -1.04298
C -4.24525 0.93968 -0.61237
H 0.09314 -4.40487 -1.64504
H -0.86340 -5.55567 -2.58726
H -0.70112 -5.75734 -0.83585
H -2.13073 -3.42262 -2.21381
H -2.94143 -4.81997 -1.46665
H -3.99937 -3.34007 0.04987
H -3.14275 -1.92404 -0.59775
H -3.84592 -1.62585 1.76931
H -2.87215 -3.03100 2.24355
H -0.81226 -1.92682 1.57978
H -1.67149 -0.94036 2.74978
H -0.29819 -2.20786 -0.39515
H 0.35425 -1.11910 -1.65267
H 4.96184 0.52506 2.83665
H 7.52852 0.24498 2.00045
H 7.62920 -2.11505 -0.86126
H 8.61536 -0.74541 -0.31951
H 7.48837 -0.56138 -1.67723
H -2.51194 0.97686 2.31766
H -0.06402 1.49438 1.43505
H 1.13492 3.53963 1.35840
H -0.27795 4.29493 0.54832
H 0.05791 2.75807 -1.39015
H 1.94582 4.92519 -0.63308
H 1.27431 4.54699 -2.22207
H 3.42976 3.67009 -2.71662
H 3.85094 3.61733 -0.99639
H 3.48971 1.25927 -1.39526
H 2.19386 1.60457 -2.57417
H -4.75441 0.75142 2.72437
H -7.10189 0.60639 1.95994
H -5.80601 0.90832 -2.09125
H -3.44894 1.06339 -1.32753


One value per record, in order, for F_max: 0.276 2.620 1.347 eV/A.
One value per record, in order, for molar mass: 767.21 554.32 528.59 u.